No. 1
{
  "formula": "C17H24ClGaN2O5P",
  "method": "ωB97M-V/def2-TZVPD",
  "symbols": ["Ga", "Cl", "P", "O", "O", "O", "O", "O", "N", "N", "C", "C", "C", "C", "C", "C", "C", "C", "C", "C", "C", "C", "C", "C", "C", "C", "C", "H", "H", "H", "H", "H", "H", "H", "H", "H", "H", "H", "H", "H", "H", "H", "H", "H", "H", "H", "H", "H", "H", "H", "H"],
  "coordinates": [[3.72276, 0.60429, 2.40492], [6.37254, 2.52814, 3.67531], [5.29061, 2.34348, 1.83051], [6.41326, 1.44018, 0.97724], [-5.82226, -2.20312, -2.55134], [0.08742, 3.05027, -0.44498], [-0.79299, 1.20634, -1.12633], [-4.88204, -0.62672, -1.43711], [-0.84658, 2.30062, -0.59482], [-4.84178, -1.64115, -2.10842], [-4.67807, 3.53777, 0.66604], [-2.17667, 2.74641, -0.11988], [0.39651, -1.00239, 1.13151], [-2.34598, 4.04540, 0.31752], [5.20754, -1.75889, 1.22504], [-2.23754, -3.96194, -3.41527], [-1.14978, -2.22682, -2.14356], [-3.61670, 4.43561, 0.71636], [1.74038, -0.66221, 0.48691], [4.63342, -1.18922, 2.53208], [-3.20347, 1.82783, -0.14396], [-1.08059, -3.38350, -2.90738], [-3.51722, -2.24023, -2.39444], [-4.46946, 2.23537, 0.23272], [-3.47406, -3.39159, -3.15997], [2.28097, 0.70031, 0.96404], [-2.37933, -1.64406, -1.88299], [-1.50310, 4.72036, 0.33519], [-0.25445, -1.76985, -1.74222], [0.11531, -2.04956, 0.97417], [2.43989, -1.47276, 0.71092], [0.42505, -0.82078, 2.20810], [7.10880, 2.02710, 0.65673], [-3.77694, 5.44867, 1.06071], [3.11560, 1.05448, 3.83194], [6.22181, -1.38695, 1.06628], [-0.11878, -3.83764, -3.10619], [-4.38984, -3.82104, -3.53683], [2.59988, 1.30475, 0.11021], [1.45618, 1.26404, 1.41629], [-0.39160, -0.38043, 0.69889], [-5.66811, 3.85588, 0.96565], [4.63497, -1.46066, 0.34175], [3.94888, -1.90210, 3.00401], [1.61213, -0.67062, -0.60399], [-5.28271, 1.52369, 0.19299], [5.26064, -2.85463, 1.20785], [-2.43822, -0.74621, -1.29603], [-3.01931, 0.82042, -0.46183], [5.45249, -1.05288, 3.24620], [-2.17942, -4.86344, -4.01053]],
  "atomic_forces_ev_per_a": [[-0.292, -0.059, 0.185], [-0.018, 0.006, 0.080], [0.112, 0.090, 0.037], [0.148, 0.039, -0.124], [-0.050, -0.009, -0.052], [0.048, 0.106, -0.055], [0.104, 0.027, -0.065], [0.098, -0.072, -0.058], [-0.175, 0.028, 0.022], [0.147, -0.020, 0.079], [0.118, 0.040, -0.037], [0.200, -0.137, 0.042], [-0.003, -0.120, -0.113], [-0.047, 0.018, -0.012], [0.061, 0.025, -0.051], [-0.026, -0.008, -0.006], [0.048, 0.005, -0.003], [0.002, 0.006, -0.019], [-0.065, 0.033, 0.056], [0.253, -0.007, -0.053], [-0.125, 0.104, -0.040], [-0.006, 0.014, 0.009], [-0.126, 0.073, 0.048], [-0.133, 0.006, 0.155], [0.035, -0.046, -0.025], [-0.055, -0.069, -0.057], [-0.029, -0.061, -0.032], [0.003, -0.003, 0.008], [0.001, -0.001, 0.005], [-0.008, 0.006, 0.011], [0.035, 0.026, 0.012], [0.024, -0.005, 0.005], [-0.136, -0.088, -0.020], [-0.010, -0.004, 0.004], [0.037, 0.032, -0.028], [-0.032, 0.044, -0.041], [0.003, 0.002, 0.000], [0.003, 0.002, 0.002], [0.081, -0.046, 0.009], [-0.010, 0.036, -0.069], [-0.031, 0.033, 0.124], [0.002, 0.005, 0.008], [-0.030, -0.007, 0.013], [-0.082, 0.033, -0.058], [0.005, -0.007, 0.000], [-0.021, 0.021, 0.009], [0.003, -0.001, 0.073], [0.009, 0.033, 0.020], [-0.038, -0.043, -0.049], [-0.040, -0.085, 0.053], [0.006, 0.000, 0.001]],
  "orbital_gap_ev": 4.76,
  "charge": -1,
  "spin_multiplicity": 1
}

No. 2
{
  "formula": "C14H42O7",
  "method": "ωB97M-V/def2-TZVPD",
  "symbols": ["O", "O", "O", "O", "O", "O", "O", "C", "C", "C", "C", "C", "C", "C", "C", "C", "C", "C", "C", "C", "C", "H", "H", "H", "H", "H", "H", "H", "H", "H", "H", "H", "H", "H", "H", "H", "H", "H", "H", "H", "H", "H", "H", "H", "H", "H", "H", "H", "H", "H", "H", "H", "H", "H", "H", "H", "H", "H", "H", "H", "H", "H", "H"],
  "coordinates": [[19.70944, 33.70193, -20.83612], [18.06436, 40.84463, -21.67267], [21.04809, 31.99655, -25.64587], [22.40859, 36.94771, -29.53438], [25.68529, 36.23760, -29.00121], [23.05894, 31.25733, -28.94638], [22.22709, 34.47680, -25.18054], [26.34827, 36.92198, -27.91769], [22.17111, 30.49321, -24.12514], [26.53131, 36.08257, -26.68252], [21.17681, 37.06541, -27.39729], [21.26664, 35.22162, -23.06736], [17.87028, 39.46477, -21.98748], [22.87944, 32.69425, -28.91817], [22.38099, 36.53994, -28.16757], [18.59730, 34.61387, -18.82618], [19.25308, 38.80548, -22.04704], [22.50668, 34.71500, -23.79460], [20.85369, 31.17374, -24.50179], [24.25915, 33.29379, -29.13516], [19.56908, 34.82091, -19.97395], [22.53111, 35.45674, -28.12881], [23.25634, 37.34662, -29.71739], [17.46299, 41.38139, -22.19266], [24.10279, 34.36359, -29.28468], [20.56034, 31.75416, -23.61624], [25.72777, 37.80001, -27.69504], [26.68247, 36.71796, -25.81079], [22.70323, 33.74610, -23.31444], [20.55923, 35.12324, -19.63472], [19.17854, 35.63717, -20.59168], [24.68771, 32.85149, -30.03155], [17.34876, 39.34957, -22.94065], [25.57651, 35.56946, -26.53180], [18.76141, 33.75472, -18.17864], [23.03318, 34.67003, -25.66735], [23.41085, 35.31374, -23.67824], [19.70601, 38.77089, -21.05733], [19.22968, 37.85549, -22.57852], [22.22553, 30.86084, -28.66763], [21.08695, 36.28331, -23.23761], [18.92742, 33.50750, -21.35636], [24.91738, 33.18880, -28.27604], [18.53935, 35.53766, -18.25196], [17.63613, 34.41896, -19.31475], [25.44066, 36.92632, -29.62252], [19.91165, 39.46637, -22.61562], [21.20286, 36.78156, -26.35070], [23.32614, 36.87600, -27.72183], [21.38955, 32.85433, -25.32282], [17.25614, 39.03929, -21.18686], [22.17046, 32.94777, -29.70748], [22.00439, 29.77208, -23.30924], [27.26683, 37.36831, -28.31494], [21.43977, 35.08964, -22.00169], [20.06901, 30.44128, -24.68074], [22.96555, 31.10509, -23.68819], [21.13310, 38.14916, -27.53045], [20.26429, 36.74240, -27.90223], [22.48410, 32.97666, -27.93846], [20.42241, 34.58159, -23.30963], [27.35034, 35.36928, -26.72664], [22.62836, 29.93757, -24.94420]],
  "atomic_forces_ev_per_a": [[0.780, -0.647, 0.392], [0.031, 0.112, -0.101], [-0.470, 0.201, 0.479], [-0.744, -0.005, -0.016], [0.274, -0.228, 0.681], [-0.312, 0.284, 0.153], [0.179, 0.562, 0.173], [-0.164, 1.254, -0.896], [0.110, -1.083, 0.760], [-0.561, -0.107, -0.113], [0.041, 0.274, -1.354], [0.898, 0.359, 0.017], [0.454, 0.023, 0.246], [0.738, -1.220, 0.316], [1.317, -0.083, 0.405], [-0.467, -0.139, -0.675], [-0.195, 0.788, -0.290], [-0.500, -0.959, 0.563], [1.358, 0.329, 0.403], [-1.062, 0.574, -0.228], [-0.539, 0.146, -0.492], [-0.736, -0.140, -0.004], [0.096, 0.038, -0.008], [-0.057, -0.011, 0.036], [0.349, 0.001, -0.187], [-0.291, 0.145, -0.208], [-0.037, -0.107, 0.416], [0.111, 0.111, -0.061], [0.340, -0.008, -0.215], [0.115, -0.303, -0.049], [0.106, 0.309, 0.230], [0.231, 0.071, 0.043], [0.007, -0.010, 0.022], [0.196, -0.256, 0.131], [0.511, 0.078, -0.005], [-0.081, -0.182, -0.229], [-0.218, 0.294, 0.048], [-0.124, -0.453, 0.052], [-0.003, -0.221, 0.396], [0.120, -0.018, 0.027], [-0.297, -0.098, -0.255], [-0.280, 0.329, 0.227], [0.007, -0.304, 0.004], [-0.146, -0.081, 0.150], [-0.187, 0.211, 0.339], [0.099, -0.097, -0.249], [-0.106, -0.009, -0.165], [-0.093, -0.081, 0.023], [-0.206, 0.328, 0.313], [-0.033, -0.328, -0.540], [-0.008, -0.239, -0.195], [0.061, 0.392, -0.003], [-0.220, -0.068, -0.254], [0.287, -0.348, 0.265], [-0.007, 0.037, 0.064], [0.051, -0.019, -0.284], [-0.319, 0.645, -0.368], [0.259, 0.069, 0.386], [-0.058, -0.418, 0.326], [-0.177, 0.119, -0.075], [-0.140, 0.212, -0.197], [-0.083, -0.106, -0.194], [-0.209, 0.077, -0.176]],
  "orbital_gap_ev": 10.14,
  "de_lowest_ev": 2.5409,
  "spin_multiplicity": 1,
  "smiles": "CCO.CCO.CCO.CCO.CCO.CCO.CCO"
}

No. 3
{
  "formula": "CH2BrN3",
  "method": "ωB97M-V/def2-TZVPD",
  "symbols": ["Br", "N", "N", "N", "C", "H", "H"],
  "coordinates": [[-2.44522, -0.46328, -2.56765], [-0.73916, 0.04519, -0.37332], [0.16011, -1.60352, -1.38676], [0.39411, -0.70586, -0.54633], [-1.76937, -0.96567, -0.91317], [-0.97832, 0.62915, 0.43414], [1.38324, -0.59822, -0.06043]],
  "atomic_forces_ev_per_a": [[-0.458, 0.679, -0.622], [-0.125, 0.547, -0.267], [-0.966, 0.850, 1.693], [0.038, -0.875, -0.464], [3.371, -0.928, 0.458], [0.648, -0.589, 0.000], [-2.508, 0.316, -0.797]],
  "orbital_gap_ev": [8.45, 8.45],
  "de_lowest_ev": 6.8051,
  "spin_multiplicity": 1
}

No. 4
{
  "formula": "C18H17BrN4O4S2",
  "method": "ωB97M-V/def2-TZVPD",
  "symbols": ["Br", "S", "S", "O", "O", "O", "O", "N", "N", "N", "N", "C", "C", "C", "C", "C", "C", "C", "C", "C", "C", "C", "C", "C", "C", "C", "C", "C", "C", "H", "H", "H", "H", "H", "H", "H", "H", "H", "H", "H", "H", "H", "H", "H", "H", "H"],
  "coordinates": [[3.98133, 0.52633, -3.69698], [-0.42321, 0.14001, 3.65296], [-2.54811, -1.77617, 3.27731], [4.76371, -2.18589, -0.10931], [3.76729, -4.07074, 0.46763], [1.17539, 2.09132, 1.81354], [3.06394, 1.86994, 2.77177], [-2.28276, 0.87724, -0.90148], [2.03557, 1.38350, 2.31190], [-2.61333, 0.43391, 1.91582], [3.85187, -2.84927, 0.51996], [-3.59654, -0.13943, 0.94290], [1.40139, -0.53149, -2.82781], [1.60757, 1.86703, -3.39387], [-1.87569, -0.33671, 2.84059], [0.02037, -0.31287, -2.45363], [0.24647, 2.02336, -3.06598], [0.75547, -0.75576, 2.71609], [1.87815, -0.03713, 2.21168], [1.74213, -2.84879, 1.63962], [2.14977, 0.62647, -3.23946], [-2.15378, 1.76703, 1.34416], [2.90629, -0.72523, 1.57633], [-1.34908, 1.60527, -0.00900], [-0.51618, 0.87832, -2.63877], [-2.01529, 0.94735, -2.37521], [2.85845, -2.11742, 1.23800], [0.70638, -2.13451, 2.32535], [-2.90609, -0.31588, -0.35565], [-4.45680, 0.46903, 0.82232], [-3.67102, -0.66028, -0.93294], [-0.44087, 0.92198, 0.00798], [1.92648, -1.48821, -2.83799], [-2.99820, 2.41549, 1.06372], [-0.63685, -1.10547, -2.19352], [-0.18473, -2.70594, 2.55103], [-1.03589, 2.55168, -0.37402], [-1.58875, 2.34358, 2.09055], [1.64769, -3.89012, 1.54673], [2.24547, 2.70996, -3.65876], [3.75543, -0.14004, 1.22882], [-0.20575, 3.01835, -3.15736], [-2.14892, -1.12198, -0.25531], [-2.59330, 1.81292, -2.78906], [-2.41299, 0.06135, -2.98166], [-3.83247, -1.09210, 1.37102]],
  "atomic_forces_ev_per_a": [[0.242, -0.489, 0.046], [0.606, 1.045, 0.468], [0.197, -0.607, 0.377], [-2.838, -1.690, 2.181], [-0.016, 1.328, 0.282], [-0.330, -0.743, 0.109], [-0.408, -1.245, 0.103], [-1.133, 1.020, -1.162], [0.742, 2.881, -0.272], [1.777, 1.927, -0.117], [3.681, 0.706, -2.857], [1.971, -0.305, 1.972], [-0.116, 2.003, 0.073], [-1.833, 1.053, 0.921], [-3.898, -0.248, -2.276], [4.160, -2.551, -1.236], [0.157, -0.986, 0.003], [1.118, -0.949, -2.158], [0.066, -2.937, 0.337], [-0.895, 3.165, 1.338], [-0.421, -2.505, 0.295], [1.455, -0.296, -0.004], [0.872, -0.588, -1.264], [-0.828, -3.482, 0.729], [-1.337, 4.857, -0.959], [-0.718, -0.423, 0.201], [-1.964, 1.215, 1.708], [0.525, 0.288, 0.120], [3.060, 0.438, 0.634], [-0.717, 0.852, 0.323], [-1.802, -0.906, -2.472], [-0.526, 1.059, 0.928], [-0.431, 0.207, 0.244], [-0.166, -0.690, 0.334], [-0.111, -0.866, 0.328], [0.023, 0.138, 0.350], [-0.014, 0.870, -0.518], [0.065, -0.507, -0.186], [-0.054, -1.057, -0.500], [-0.354, -0.201, -0.082], [-0.051, -0.197, 0.065], [-0.017, -0.553, 0.046], [-0.214, -0.076, 0.126], [1.027, -0.323, 0.173], [0.059, 0.910, 1.391], [-0.612, -0.543, -0.142]],
  "orbital_gap_ev": 6.78,
  "de_lowest_ev": 0.0000,
  "spin_multiplicity": 1,
  "smiles": "O=[N+]([O-])c1ccc(SC(=S)N2CCN(Cc3ccc(Br)cc3)CC2)c([N+](=O)[O-])c1"
}